(1)
107
Properties=species:S:1:pos:R:3 method="wB97M-V/def2-TZVPD" gap_ev=6.63 e_lumo_ev=-1.309 de_lowest_kcal_mol=396.3 smiles="Cc1ccc(C(C)C)c(OCc2nc3cc(P(C)O)c(C[C@H](C)OCc4ccccc4)c(P(O)(O)=S)c3nc2CCO)c1.CNC(C)=O.CNC(C)=O" total_energy_ha=-3381.72795
O 1.94 -3.94 3.64
H 5.42 -2.27 -0.33
H -4.71 6.46 1.19
H -4.65 -3.19 -1.94
H 6.35 -5.83 6.23
H 2.67 -4.65 1.82
H 0.75 -0.92 4.35
H -4.44 8.78 1.47
C 1.02 -0.48 0.64
P 3.49 -3.65 -1.38
H 5.54 -8.06 7.49
H 2.13 5.17 3.84
O -4.19 6.72 -1.85
H -0.14 2.07 2.75
C 1.98 -3.79 2.18
C -2.99 -2.91 -5.97
C -2.31 2.94 -1.32
H -5.72 5.76 -0.09
H -1.71 -0.60 -9.42
H 4.61 -4.45 4.54
C 2.31 -2.20 -0.96
C -2.53 -0.35 -5.13
O -0.57 1.18 2.60
H 0.86 -1.10 -7.97
H -2.57 5.33 -2.32
N -0.03 0.09 -3.27
C 0.29 0.17 -0.61
H 5.34 -4.06 0.24
H -6.22 -2.77 -2.88
C 3.42 -8.09 6.57
H 1.42 -7.76 5.46
H 3.24 6.56 3.95
H -3.12 8.74 -1.24
S 2.39 1.04 2.98
C 4.29 -5.41 5.08
H 2.46 2.43 6.19
C -1.26 1.73 -1.55
H -1.35 0.77 -8.22
H -0.12 -2.94 1.68
H -0.13 -4.74 2.03
H 1.57 -6.01 3.07
C 2.85 -5.98 4.89
H 3.08 -9.06 7.10
C 1.70 -5.32 3.99
C 4.85 -7.50 6.78
H -3.70 0.17 -3.18
H -2.76 -3.76 -6.71
C 2.02 -1.69 0.49
H -3.00 2.76 -0.43
H 1.83 -1.96 -3.23
C -4.22 -2.01 -3.78
H -5.33 -1.49 -1.81
H 3.09 3.22 4.74
C -2.27 -1.52 -6.15
C 2.74 4.54 6.39
H 1.53 6.75 4.41
C 2.73 -2.40 1.75
C -4.36 7.26 -0.77
O 2.83 -5.09 -0.65
O 3.05 4.45 7.58
H -2.76 9.29 1.14
H 0.68 -5.37 4.54
H 0.59 -4.20 0.43
C 2.39 3.33 5.57
C 5.22 -3.34 -0.67
H -4.48 -4.21 -4.65
O -1.81 0.86 -5.35
C -3.97 -3.19 -4.79
H -1.32 -2.37 -7.99
C 2.46 -7.32 5.62
C 0.57 -0.35 -2.04
H 3.82 -2.70 1.53
H -1.71 4.80 -0.04
H 2.75 -1.76 2.69
C 2.38 6.06 4.41
H 0.38 0.02 -6.59
O -1.60 5.23 -2.11
P 0.74 0.11 2.43
C -0.96 1.12 -2.95
C -1.42 4.28 -1.02
C -1.88 -0.23 -8.35
H 2.96 6.52 6.40
C 0.24 -1.05 -6.99
C -1.80 1.73 -4.20
N -0.62 1.25 -0.37
C -3.77 9.21 0.73
C 0.50 -3.91 1.53
O 0.39 -1.22 3.47
C 5.27 -6.18 6.03
N 2.71 5.76 5.78
H -2.88 1.97 -3.94
H -0.30 3.99 -1.03
C -5.27 6.69 0.28
H -3.01 -0.19 -8.15
C -3.51 -0.65 -3.97
H -2.92 3.19 -2.25
C -5.21 -2.36 -2.54
H 2.54 -5.63 -1.42
H -6.08 7.39 0.51
H 0.71 -1.83 -6.27
C -1.27 -1.40 -7.39
H -4.12 10.21 0.46
H 5.98 -3.71 -1.45
H 1.37 3.41 5.20
N -3.71 8.42 -0.48
H -1.29 2.73 -4.49
C 1.60 -1.55 -2.17

(2)
117
Properties=species:S:1:pos:R:3 method="wB97M-V/def2-TZVPD" gap_ev=5.95 e_lumo_ev=1.369 total_energy_ha=-5452.24630 charge=-1
O 5.81 10.33 4.15
C -4.18 2.28 2.30
N 0.15 -0.41 0.57
H 1.68 1.80 1.38
H 4.83 9.13 6.39
H -6.53 -11.14 -5.53
H -1.42 -3.80 -2.04
H 3.80 7.90 5.62
C 1.62 -2.29 -0.26
C 1.87 -1.22 3.74
H -3.91 3.23 4.24
C 2.51 0.99 3.16
H -3.20 2.35 1.83
H 3.44 -0.05 0.30
H -6.30 4.29 4.06
O -9.06 -7.71 -4.83
H 0.80 -4.95 -2.16
H 2.21 9.60 6.43
H 5.43 0.87 -1.83
O -4.41 -6.66 -2.77
C 1.01 -0.22 1.71
H 5.56 5.25 4.70
H 0.53 -2.20 2.41
C 0.67 -4.01 -1.62
H -9.28 -8.80 -7.19
H 6.71 5.21 1.06
H -4.13 4.35 2.89
C 7.17 4.54 1.79
C 7.46 -2.29 1.58
H -3.90 -5.89 -6.29
H -5.47 -4.01 -6.33
C 3.38 9.89 3.22
C -5.97 3.40 3.52
C 4.11 8.94 5.60
H -7.57 2.77 2.16
O 6.08 -1.81 1.45
O 5.44 2.57 4.24
S -1.53 1.42 -0.27
C -6.63 3.32 2.14
C -2.88 -5.31 -4.47
H 4.80 -0.76 -2.00
C 2.26 9.79 4.26
C -3.58 -4.97 -5.80
C -4.45 3.39 3.30
H -7.93 -10.71 -7.69
H -6.80 4.31 1.71
H 3.03 0.94 -2.57
O 5.22 7.99 3.40
C -0.56 -3.35 -1.55
C -4.80 -4.12 -5.47
C -5.50 -4.82 -4.31
C 2.57 0.49 -1.67
S 1.17 1.57 -1.27
H 7.50 6.21 3.16
C 5.69 5.11 3.63
O 5.99 -0.35 -0.30
C 5.02 0.02 -1.26
S 4.86 9.25 4.01
H 8.19 4.35 1.45
S -4.18 -5.31 -3.22
C 2.60 -0.07 4.03
O 5.54 -2.57 -0.58
H 7.00 2.39 2.15
H 2.49 -1.90 0.26
C 6.37 3.23 1.86
H 3.24 10.90 5.83
C 1.09 -1.29 2.61
H 1.51 10.57 4.11
O 3.84 3.57 2.57
C -6.81 -9.08 -4.92
H 1.75 8.82 4.16
S -7.85 -7.79 -5.60
H 3.85 1.55 -0.35
H -1.65 -1.70 -0.78
H -4.30 1.30 2.76
H -2.15 -4.56 -4.20
H -7.91 -7.99 -7.98
C -0.68 -2.18 -0.84
H 5.86 3.01 0.93
C -7.26 -10.34 -5.65
H 1.91 -2.07 4.41
C 7.14 5.18 3.18
C 1.76 -3.46 -0.98
O -3.92 -4.23 -2.30
H -2.42 -6.29 -4.50
H -4.49 -3.12 -5.16
H 7.77 4.61 3.86
C -0.04 0.75 -0.26
H -6.20 -4.18 -3.78
H -6.00 -5.74 -4.65
H 3.17 9.30 2.33
H 3.06 1.92 3.35
C -8.21 -8.62 -7.15
H -6.44 -9.79 -7.57
O 8.33 -1.65 0.95
H -6.95 -9.12 -3.84
H 3.25 0.00 4.91
O -7.03 -6.62 -5.87
O -5.01 3.37 0.06
O -6.00 1.16 0.75
C 0.41 -1.62 -0.17
H -5.78 -8.83 -5.15
C 3.69 0.50 -0.61
H 2.75 -3.92 -0.98
C 5.85 -1.63 0.12
H 5.08 5.83 3.09
H -2.89 -4.46 -6.47
H -6.26 2.53 4.11
C -7.42 -9.94 -7.12
H 3.57 10.93 2.94
S -5.47 2.46 1.07
C 1.72 0.92 2.02
H 2.27 -0.52 -1.97
C 2.91 9.88 5.64
O 7.67 -3.26 2.29
S 5.16 3.47 3.16
H -8.21 -10.68 -5.25

(3)
113
Properties=species:S:1:pos:R:3 method="wB97M-V/def2-TZVPD" gap_ev=6.33 e_lumo_ev=-4.659 de_lowest_kcal_mol=78.1 total_energy_ha=-2889.70228 charge=+1
C 0.34 -1.17 -4.10
H -5.22 2.54 3.24
H 0.64 5.18 1.17
H -1.20 2.18 4.47
C -4.38 1.04 3.64
H -4.65 0.69 -0.49
H -0.66 -4.59 0.91
C 1.85 -1.01 -4.32
C 2.60 6.65 3.86
C 0.52 -3.92 2.62
H 1.81 3.28 4.15
C 3.90 6.24 4.48
H -4.53 -3.35 0.35
H -1.16 -5.21 2.57
O -2.52 -1.37 -1.31
C 2.50 -1.44 -5.65
H -1.63 -4.67 -2.17
O -0.18 -0.71 -2.92
H -0.23 6.29 0.01
H -1.14 -0.72 -3.06
O -2.43 1.45 0.99
C -4.42 1.58 -0.36
H -0.92 -5.91 -4.22
O -0.77 -4.32 -1.74
H 3.18 5.70 6.31
H -0.38 -2.47 -7.17
C -3.30 2.06 4.00
O 1.13 3.88 -1.63
H 0.02 2.00 1.10
C -0.08 -0.55 0.68
O 3.40 -5.26 -5.41
H 3.13 -0.05 1.59
C -4.18 -0.46 3.58
O 1.43 3.12 3.23
H -4.97 1.96 0.43
H -5.22 -1.80 -2.33
C -2.85 -1.01 3.87
C 1.27 4.87 -0.87
H 2.36 3.03 1.30
H 2.48 -3.24 2.61
H -0.86 0.10 -0.01
C 2.63 5.67 -0.94
C -3.49 -2.13 -1.33
O -2.53 -2.15 3.85
H 1.70 -3.06 -8.32
C 2.59 -4.09 -3.37
H 2.24 -4.65 1.53
H 1.15 1.09 -1.10
H 2.02 -0.62 2.57
C -4.32 -2.30 -2.55
H 2.86 7.05 2.76
C -0.38 -4.97 1.96
O 3.75 -1.26 -5.62
C -0.03 -5.37 -3.99
C -0.49 -1.68 -5.16
O 2.31 -2.54 -7.74
C 1.79 0.58 -0.49
N 1.13 0.33 0.83
C -2.96 1.68 -0.09
H 2.66 1.80 2.46
H -3.04 -3.38 0.20
O -5.55 1.72 3.19
H 2.39 6.74 -1.29
C 2.15 -0.51 1.49
O -1.73 -1.60 -5.11
H 2.34 7.53 4.39
C 0.25 -4.55 -2.58
H 3.43 5.25 -1.57
H -2.07 3.30 -1.38
C -2.08 2.16 -1.25
H -2.37 1.57 -1.92
O 0.03 -3.10 3.28
H -0.10 -1.63 0.02
H 2.02 -0.39 -1.04
H 0.30 1.08 2.66
H 2.99 -5.97 -5.91
O 1.61 -3.14 -1.33
H 2.48 -1.39 0.84
H -4.73 -3.33 -2.70
H -0.69 4.65 0.12
H 1.96 5.95 3.83
C 1.08 -5.46 -4.90
O 4.86 5.87 3.73
H -4.78 1.92 -1.46
H 3.09 5.83 0.11
H -1.13 1.84 -1.11
H -0.63 -0.99 1.51
C 2.33 -4.90 -4.55
C 2.01 -4.23 2.53
C -3.78 -2.70 0.15
C 0.08 -2.08 -6.39
C 0.12 5.24 0.11
C 1.66 -1.98 -6.62
C -1.79 -0.06 4.21
H 2.21 -4.76 3.34
O 0.90 -5.98 -6.00
H 2.17 -0.54 -3.64
C -1.99 1.40 4.29
H 3.57 -3.84 -3.07
H -4.72 -1.35 3.11
C 0.76 1.45 1.72
H 2.81 1.25 -0.32
C 1.57 -3.90 -2.33
H -3.63 -1.88 0.68
O -3.49 3.18 4.03
H -0.60 -1.54 4.32
H 4.94 5.85 6.38
H -3.81 -2.05 -3.51
H 0.02 -5.88 1.93
O -0.51 -0.59 4.43
H 3.87 7.20 6.51
C 4.05 6.30 6.05
C 1.90 2.37 2.16

(4)
108
Properties=species:S:1:pos:R:3 method="wB97M-V/def2-TZVPD" gap_ev=5.09 e_lumo_ev=-0.223 de_lowest_kcal_mol=64.7 total_energy_ha=-5039.96887
C 5.26 -2.94 -0.74
H 2.00 -3.96 -3.76
N -3.60 -2.85 2.29
H -3.23 2.21 2.09
H -4.74 3.30 1.33
H -3.44 -0.43 3.34
H 6.28 -3.32 -0.74
H 1.52 3.12 4.47
C 1.64 5.36 2.81
H -5.81 2.82 0.01
H 4.22 2.19 -1.30
H 2.47 2.13 -1.52
C 0.82 4.78 -0.46
N 1.94 -3.59 0.76
Ba -0.32 0.00 -0.22
H 3.90 -5.51 -3.87
H 1.59 5.57 3.88
C 3.14 -5.65 -3.11
H 4.18 0.98 0.55
H 2.05 6.36 0.42
H -3.34 -4.89 1.80
C -3.51 3.19 -1.79
H -5.27 -6.12 -3.55
H 2.44 0.84 0.80
O -2.21 0.46 1.93
C -4.16 -2.86 3.63
H -4.24 0.82 1.62
H -3.78 -7.30 -1.97
H -1.72 -0.87 3.36
C 1.21 -5.94 -1.15
C -2.80 -3.81 -3.29
H 1.50 4.02 -2.41
H 3.99 4.84 0.57
H -4.42 -3.88 3.89
H -0.49 3.89 4.00
C 2.68 -1.92 -0.77
C -2.58 -0.65 2.71
C 2.98 -3.09 -0.01
H -1.20 4.46 0.23
H 3.34 3.68 -1.59
C 0.58 4.20 -1.86
H 2.35 -7.62 -0.48
H 5.74 -1.31 -2.06
H 1.50 1.94 3.15
N -3.76 2.70 -0.45
C -3.51 -6.31 -2.34
O -2.28 1.01 -0.68
H 2.88 3.03 3.37
C 4.28 -3.59 -0.01
H -4.95 -4.22 1.47
H 4.07 -7.38 -2.24
H 1.42 6.72 -1.19
C 3.31 1.45 1.01
C -0.54 5.31 0.02
H 3.48 1.47 2.09
C 1.08 -4.91 -2.08
C -4.87 3.32 0.25
C 1.82 5.93 -0.55
H -4.40 3.08 -2.41
H 4.13 3.89 2.05
H -0.97 4.74 2.54
H 0.47 -6.05 -0.35
H 2.76 5.60 -1.01
H -4.94 4.36 -0.06
C 3.67 -1.28 -1.50
H -1.00 5.93 -0.76
H 5.13 3.49 0.67
N 1.35 -1.51 -0.72
P 1.24 3.30 0.71
H 2.69 5.45 2.51
Si -0.32 -3.66 -1.89
Se 0.49 -2.76 0.27
H -2.52 -2.84 -3.68
H -0.02 4.91 -2.45
C -4.35 -5.65 -3.23
C 4.96 -1.80 -1.49
C 3.24 -6.68 -2.19
H -3.43 -2.51 4.37
H -2.69 2.64 -2.23
C 1.80 2.95 3.43
C -3.26 1.29 1.50
H -3.58 -3.80 0.43
C -0.40 3.89 2.91
C 3.10 2.86 0.43
H 3.43 -0.40 -2.08
C 1.09 3.97 2.53
C 2.27 -6.83 -1.21
C 4.14 3.84 0.96
C -2.81 -1.88 1.82
C -2.32 -5.72 -1.93
H -0.81 2.97 2.51
N 0.24 2.16 0.50
C 3.28 2.72 -1.09
H -0.45 5.92 0.91
H 1.07 6.13 2.29
C -3.06 1.65 0.02
C 2.07 -4.77 -3.05
H -1.67 -6.26 -1.25
C -3.88 -4.01 1.45
H -0.08 -2.56 -2.87
H -3.24 4.25 -1.74
H 4.50 -4.48 0.56
C -1.94 -4.47 -2.40
H -4.63 -3.88 -4.41
O -2.24 -1.94 0.73
H -5.06 -2.25 3.70
C -3.99 -4.40 -3.70
H 0.03 3.26 -1.78